(1)
CH4N2OS | the ωB97M-V functional and the def2-TZVPD basis

Calculated values
- Calculated total energy: -16959.2980 eV
- Total charge: 0
- Relative energy (zero: lowest compared OMol25 entry of this formula, charge and spin): 5.891 eV
- Orbital gap (spin up / spin down): 8.457 / 8.456 eV

```
9
Properties=species:S:1:pos:R:3:forces:R:3
S 3.170236 0.091156 0.354172 -0.092 -0.305 -0.224
O -0.558029 1.371721 0.181653 -0.479 0.631 -1.084
N -0.405596 0.154809 -0.594660 2.669 -0.574 -0.483
N -1.029459 -0.789978 0.153917 0.211 -2.079 1.801
C 2.299579 -0.773189 -0.555634 0.741 0.262 0.404
H -1.468174 1.536028 -0.169546 1.126 0.706 0.743
H 0.721032 -0.154678 -0.696911 -3.807 1.261 0.580
H -0.699383 -0.821196 1.170033 -0.531 0.247 -1.682
H -2.030207 -0.614672 0.156978 0.162 -0.149 -0.055
```
Positions in Å, forces in eV/Å.

***

(2)
C46H40GdN3O2S2 | the ωB97M-V functional and the def2-TZVPD basis

Calculated values
- Multiplicity: 8
- Calculated total energy: -99408.8505 eV
- Total charge: +2
- Orbital gap (spin up / spin down): 5.229 / 7.549 eV

```
94
Properties=species:S:1:pos:R:3:forces:R:3
Gd -0.079135 2.036218 0.369946 -0.175 1.281 0.402
S 0.797153 -0.573542 -1.003620 0.584 0.085 0.387
S -2.409694 -0.029825 -0.188573 -0.820 -0.121 -0.077
O -3.637619 0.170303 -0.992890 0.257 -0.152 0.283
O 0.382738 -0.115879 0.424922 0.372 -1.119 -0.381
N 0.906843 4.194090 0.262202 0.030 -0.096 -0.220
N -1.674143 3.358006 -0.569683 -0.002 0.027 -0.209
N 2.120885 1.804932 1.811306 -0.089 0.030 -0.016
C 2.139356 3.194426 -2.090405 0.288 0.062 -0.067
C -3.028446 2.723205 3.476607 -0.117 0.149 0.053
C -2.362453 -3.818516 2.391258 -0.052 0.006 0.072
C 4.372543 4.432883 -3.138505 -0.015 -0.029 -0.005
C 2.259394 4.662828 0.001969 -0.025 -0.044 0.048
C -3.972871 2.591046 2.456677 -0.050 0.062 0.033
C -1.649491 1.097192 2.316135 -0.215 -0.161 0.229
C 2.766784 4.185339 -1.347291 0.022 0.009 -0.010
C -1.872078 1.955562 3.392776 0.185 0.082 -0.003
C -1.406179 -5.961516 2.964254 0.040 -0.012 -0.041
C -3.292073 -5.407140 -2.190974 -0.009 -0.073 -0.078
C -2.942373 3.385310 -1.032197 0.037 0.035 -0.050
C 2.529710 -0.842413 -0.801640 0.016 -0.030 0.039
C 2.593502 2.841539 -3.355795 0.022 -0.011 -0.046
C -3.765201 1.753585 1.371188 -0.092 0.201 0.003
C -1.417789 -5.316590 -3.690758 0.073 0.008 0.002
C -1.600256 -2.593373 0.396789 -0.085 0.144 -0.049
C 4.323604 -1.792681 0.449756 0.018 -0.046 0.052
C -0.945215 -2.777089 -0.940678 -0.043 -0.022 0.014
C 3.422421 -0.183544 -1.633867 0.056 -0.038 0.034
C -0.589598 -4.781693 1.025685 0.055 0.052 0.038
C 2.963312 -1.649687 0.246059 0.054 -0.035 -0.029
C -3.317160 -1.666482 1.864964 0.085 0.004 -0.118
C -3.508901 4.644384 -0.869515 -0.026 0.118 0.045
C 3.714101 3.458904 -3.883558 0.041 0.023 0.006
C -1.509297 -3.726745 1.268964 0.157 -0.046 0.030
C -2.599696 1.018221 1.292523 -0.038 -0.171 -0.033
C 4.782524 -0.346947 -1.415235 0.048 0.010 -0.010
C 3.896442 4.794791 -1.888809 0.044 0.056 -0.010
C 0.192792 -2.177748 -1.417330 -0.148 0.033 -0.294
C -2.438111 -1.562834 0.753980 0.053 -0.057 -0.090
C 0.862197 -2.624395 -2.593257 -0.002 0.052 0.078
C 0.373327 -3.677763 -3.291157 -0.039 -0.108 -0.008
C 6.732625 -1.345747 -0.175327 -0.101 0.022 -0.025
C -0.847202 -4.284867 -2.907542 -0.003 0.010 -0.053
C -2.525848 5.454267 -0.295718 -0.201 0.134 -0.083
C -0.067501 5.053186 0.137864 -0.024 -0.024 -0.041
C -3.289335 3.624153 4.654346 0.008 -0.070 -0.074
C -1.506799 -3.838391 -1.737860 -0.131 0.048 0.011
C -1.397804 4.658559 -0.121791 0.102 -0.149 -0.004
C -0.537224 -5.863745 1.853383 -0.019 -0.059 0.088
C -2.616181 -5.865414 -3.343984 -0.071 -0.009 0.073
C -2.292885 -4.959463 3.228182 -0.031 0.033 0.017
C -3.297458 -2.780331 2.641083 0.028 -0.074 0.042
C 5.252857 -1.153391 -0.378996 0.098 -0.002 0.006
C -2.749940 -4.435498 -1.401505 -0.053 0.035 0.009
H -3.055197 -6.646719 -3.951135 0.006 0.031 0.026
H -0.843693 0.372974 2.373973 0.149 -0.069 -0.036
H 2.006327 1.632864 2.806326 -0.030 -0.032 0.037
H 2.940725 4.335812 0.789588 0.039 -0.023 0.046
H -4.032527 3.172024 5.314631 0.014 0.007 -0.020
H 2.287208 5.754269 0.014094 0.001 0.068 0.032
H 4.395766 5.581129 -1.331310 -0.011 -0.044 -0.035
H -4.255154 -5.828762 -1.931377 0.047 -0.003 -0.020
H -1.147589 1.999404 4.197834 -0.003 -0.033 0.005
H -4.022448 -0.873130 2.074104 0.035 -0.014 -0.020
H 2.650079 1.011956 1.454172 -0.012 -0.055 -0.016
H 2.248454 -2.159129 0.883609 0.027 0.016 -0.021
H 2.055835 2.101589 -3.939101 0.026 0.022 0.047
H -4.507435 4.935057 -1.162776 0.116 -0.021 0.015
H -4.895418 3.158317 2.515548 0.036 -0.018 -0.010
H 7.247928 -0.385871 -0.116529 -0.029 -0.020 0.001
H -3.388336 2.508352 -1.478858 0.002 -0.012 0.051
H 1.776568 -2.142930 -2.916337 -0.026 0.020 0.008
H 5.490335 0.159459 -2.062582 -0.041 -0.031 0.025
H 1.266356 2.677727 -1.721180 -0.345 0.032 -0.028
H -3.295527 -4.103553 -0.526493 0.043 -0.016 -0.100
H 0.151156 6.121346 0.151049 -0.018 0.033 0.052
H 0.906607 -4.053468 -4.156296 -0.050 0.038 0.004
H 4.065786 3.194642 -4.872759 -0.008 0.029 0.034
H 0.085170 -4.723417 0.179936 -0.046 -0.024 0.054
H 0.172987 -6.657365 1.657272 -0.033 0.021 0.018
H 5.247063 4.926904 -3.543303 -0.039 -0.021 0.015
H -3.992486 -2.882884 3.466880 0.047 0.004 -0.030
H -1.364565 -6.834210 3.603032 0.009 0.025 -0.013
H -2.958465 -5.019829 4.081666 0.022 -0.007 -0.045
H 4.677107 -2.422008 1.259401 -0.014 0.034 -0.061
H -2.596364 6.506196 -0.055579 -0.004 -0.068 -0.054
H 2.730767 2.612330 1.742993 0.051 0.034 0.022
H 6.945537 -1.909646 0.731241 -0.026 0.023 -0.021
H 7.160816 -1.889704 -1.019618 -0.019 0.008 0.019
H -3.685865 4.587501 4.332747 0.019 -0.030 -0.013
H -0.888548 -5.651367 -4.575620 -0.030 0.021 0.042
H -4.499787 1.656568 0.580651 0.006 0.010 0.042
H 3.068062 0.440980 -2.442330 0.007 0.019 0.000
H -2.386365 3.796924 5.238075 -0.013 -0.010 -0.028
```
Positions in Å, forces in eV/Å.

***

(3)
C4H6CoO7 | the ωB97M-V functional and the def2-TZVPD basis

Calculated values
- Multiplicity: 5
- Calculated total energy: -56204.4501 eV
- Total charge: -1
- Relative energy (zero: lowest compared OMol25 entry of this formula, charge and spin): 0.000 eV
- Orbital gap (spin up / spin down): 7.096 / 6.911 eV

```
18
Properties=species:S:1:pos:R:3:forces:R:3
Co 2.057587 2.824160 -1.570033 0.816 1.718 0.569
O -2.182077 -1.488219 -0.983510 -0.176 0.093 -0.180
O 0.507546 1.942256 -2.343816 -0.427 -0.445 -0.779
O 0.493110 1.960718 1.849905 -0.206 0.669 -0.144
O 2.329159 0.905163 -1.716888 0.554 -0.241 -0.421
O -0.059176 1.199459 3.876929 -0.334 0.285 1.152
O 0.484725 -0.289601 -1.989130 -0.938 -1.202 -0.214
O -0.579845 -0.002184 2.108722 -0.399 0.477 0.213
C -0.877199 -1.935817 -0.680846 0.289 -0.177 -0.145
C -0.097334 1.080746 2.504275 0.995 -1.561 -1.020
C 0.055774 -0.760209 -0.560119 0.184 0.767 -1.677
C 1.116152 0.859162 -2.087804 -0.681 -1.086 1.933
H 0.983768 -1.103356 -0.084406 -0.398 0.792 0.197
H -0.848340 -2.476965 0.277921 -0.019 0.330 -0.042
H 0.389554 2.026039 4.087331 -0.006 0.016 -0.319
H -2.778328 -2.240382 -1.013875 0.061 -0.017 0.046
H -0.487638 0.133266 -0.225349 0.669 -0.602 0.807
H -0.507437 -2.634241 -1.449301 0.015 0.185 0.022
```
Positions in Å, forces in eV/Å.

***

Calculated max |F|, 4.05; 1.35; 2.32 eV/A (same order as the records).